*1*
14
Properties=species:S:1:pos:R:3 method="wB97M-V/def2-TZVPD" total_charge=-1 orbital_gap_ev=6.4
C -2.08762 -0.55477 0.02587
S -2.18405 1.35549 -0.05058
H -1.17177 -0.78661 0.60790
H -2.97975 -0.81874 0.61098
H -2.12899 -1.09940 -0.94420
C 0.84768 0.00921 -1.05532
C 1.77525 0.11593 0.05411
C 1.22368 0.58395 1.21050
H 0.45608 -1.03321 -1.09121
H 0.07957 0.75991 -0.82809
H 1.32677 0.26903 -1.99494
H 2.75099 -0.37121 0.04172
H 1.84846 0.56290 2.12625
H 0.24371 1.00751 1.28701

---

*2*
14
Properties=species:S:1:pos:R:3 method="wB97M-V/def2-TZVPD" total_charge=-1 orbital_gap_ev=4.4
C -2.18062 -3.22391 -5.59415
S -3.12823 -4.62678 -4.95598
H -1.25988 -3.64965 -5.91631
H -2.72920 -2.82226 -6.50591
H -2.10029 -2.43661 -4.72693
C 1.05007 2.39025 2.11002
C 0.83522 1.60738 3.45118
C 1.71490 1.44137 4.38856
H 0.68648 1.94934 1.12626
H 0.48803 3.24097 2.12341
H 2.20144 2.38152 1.78073
H 0.00527 0.84160 3.20000
H 1.73032 0.80898 5.31448
H 2.68649 2.09779 4.20463

---

*3*
14
Properties=species:S:1:pos:R:3 method="wB97M-V/def2-TZVPD" total_charge=-1 orbital_gap_ev=5.9
C -1.24485 1.91055 -0.43918
S -0.64396 3.06014 0.84626
H -0.49093 1.27532 -0.93182
H -1.68112 2.49045 -1.25539
H -1.93463 1.18238 -0.00419
C -0.21829 -1.59159 -0.41355
C 1.11458 -1.32511 0.26556
C 1.52225 -0.23932 0.90312
H -0.14835 -1.48372 -1.49916
H -0.96573 -0.88990 -0.05546
H -0.47764 -2.62710 -0.19818
H 1.65822 -2.25528 0.43686
H 2.41354 -0.26946 1.52368
H 1.09691 0.76264 0.82144

---

Most favorable structure: *3*. The second most favorable one is 0.210 eV above it.

---

*1*
15
Properties=species:S:1:pos:R:3 method="wB97M-V/def2-TZVPD" total_charge=+1 orbital_gap_ev=9.1
C -1.30910 -0.74148 0.53602
C -2.48583 -1.14986 0.15568
C 1.17571 0.98737 -1.73682
N -0.43564 -1.09291 1.42720
N 0.77681 1.34300 -0.35808
O -0.71148 -2.15498 2.22117
O 0.64050 -0.53033 1.60141
O -3.48575 -1.24373 -0.39697
H 0.54999 2.34000 -0.28497
H 1.48713 -0.05450 -1.77249
H 0.33391 1.12182 -2.41371
H 1.99982 1.61111 -2.07387
H 1.51666 1.10964 0.32052
H -0.07055 0.76664 -0.07937
H 0.01781 -2.31179 2.85427

---

*2*
15
Properties=species:S:1:pos:R:3 method="wB97M-V/def2-TZVPD" total_charge=+1 orbital_gap_ev="8.8 / 8.8"
C -0.17342 1.29235 0.33109
C 1.49209 -0.22374 0.73313
C -1.15014 0.22845 -0.39827
N 1.21368 1.02692 0.14435
N 0.69799 -1.23642 -0.02779
O 1.06072 -2.34481 -0.31808
O -1.88995 -0.44670 0.38590
O -1.21843 -0.00393 -1.67893
H -0.56948 2.29365 -0.05426
H -0.42466 1.25018 1.44111
H 2.62021 -0.54730 0.77044
H 1.10655 -0.49730 1.71550
H 1.42286 1.09622 -0.92530
H -2.32840 -1.25171 -0.07526
H -1.85962 -0.63585 -2.04363

---

Most favorable structure: *2*. The second most favorable one is 0.315 eV above it.

---

*1*
32
Properties=species:S:1:pos:R:3 method="wB97M-V/def2-TZVPD" total_charge=+1 orbital_gap_ev=8.2
C -0.34295 -3.06562 -0.00710
C 0.17782 -2.65290 1.28432
C -0.49402 -2.24371 -1.05200
C 0.96951 -1.58861 1.45423
C -0.01519 1.39006 1.22148
C 1.99113 1.57734 -0.41208
C -1.13173 1.25543 0.19473
C 3.23246 0.76895 -0.75272
C -0.33100 -0.79159 -0.90992
C 1.34562 0.85789 0.77266
C 1.33170 -0.61038 0.41337
C -2.70671 -0.26776 -0.87188
N -1.42164 -0.15764 -0.14792
S 2.78435 -0.99431 -0.50061
H -0.51788 -4.12440 -0.12234
H 0.02051 -3.32542 2.11326
H -0.72160 -2.63699 -2.03045
H 1.47761 -1.44752 2.40000
H 0.08691 2.44960 1.46053
H -0.30708 0.87529 2.14038
H 2.25929 2.60266 -0.16014
H 1.31778 1.59820 -1.26956
H -2.03954 1.69664 0.60887
H -0.88103 1.78095 -0.72731
H 3.56494 0.89179 -1.78010
H 4.05879 0.99235 -0.07869
H -0.10495 -0.24784 -1.81819
H 2.02699 0.96219 1.62867
H -2.90073 -1.30806 -1.12277
H -3.52630 0.11389 -0.26337
H -2.65209 0.31450 -1.79087
H -1.48476 -0.69450 0.72641

---

*2*
32
Properties=species:S:1:pos:R:3 method="wB97M-V/def2-TZVPD" total_charge=+1 orbital_gap_ev=8.9
C -1.38956 1.52064 0.91498
C -0.40622 0.89233 -1.21620
C -1.76227 -0.80515 -0.17482
C 1.66361 0.03526 -1.01794
C -1.70012 0.68365 -0.38545
C 0.17841 1.68431 0.88577
C 0.59869 0.58598 -0.10825
C 1.05953 -1.37854 -1.01371
C -0.56417 -1.53860 -0.77667
C 0.58493 -1.76168 0.25096
C 0.58269 3.03605 0.60301
C 0.77045 -3.03944 1.10645
N 0.37934 -0.56165 0.86395
S 0.12959 -2.14113 -2.38414
H -2.02251 2.49942 0.74164
H -1.73375 0.75358 1.70776
H -0.30304 0.29827 -2.12044
H -0.28400 1.83568 -1.67992
H -1.73474 -1.16897 0.88456
H -2.64549 -1.22288 -0.74469
H 1.67958 0.50383 -1.92511
H 2.75509 0.11638 -0.65088
H -2.67427 1.05316 -0.82175
H 0.60721 1.45642 1.85799
H -0.21075 3.67839 0.22625
H 1.51217 3.13066 -0.08990
H 0.85698 3.64981 1.45965
H 0.52961 -2.85073 2.12198
H 1.84422 -3.27937 1.06758
H 0.22680 -3.85445 0.80903
H 0.96147 -0.40166 1.64603
H 0.51052 -3.40955 -2.03771

---

Most favorable structure: *1*. The second most favorable one is 5.748 eV above it.

---

*1*
8
Properties=species:S:1:pos:R:3 method="wB97M-V/def2-TZVPD" total_charge=0 orbital_gap_ev=7.9
C 1.73437 0.68927 0.06819
C 0.61937 -0.05641 -0.03448
C -0.63427 -0.42834 -0.35757
C -1.77060 0.39671 -0.15199
N -2.73583 1.00376 0.05769
H 2.28354 0.77086 1.01271
H 1.32447 -0.92966 0.08365
H -0.82103 -1.44618 -0.67819

---

*2*
8
Properties=species:S:1:pos:R:3 method="wB97M-V/def2-TZVPD" total_charge=0 orbital_gap_ev=10.7
C -1.59003 0.02346 -0.08485
C -0.06434 -0.31712 0.02912
C 1.13715 -0.17034 -0.12301
C 2.46796 -0.20764 0.06082
H -2.20919 -0.94181 -0.22447
H -1.72790 0.53014 1.02780
H -1.56060 0.99728 -0.62864
N 3.54694 0.08602 -0.05677

---

Most favorable structure: *2*. The second most favorable one is 1.635 eV above it.

---

*1*
45
Properties=species:S:1:pos:R:3 method="wB97M-V/def2-TZVPD" total_charge=0 orbital_gap_ev=10.3
C 3.03240 6.46116 -0.97558
O 3.10058 6.33951 0.48249
H 2.23341 7.05203 -1.42345
H 3.88990 6.96546 -1.42109
H 2.86373 5.49041 -1.44174
H 2.86566 7.21057 0.81061
C -3.26633 -0.30281 -0.20798
C -1.81140 -0.27748 -0.72662
O -1.63236 0.43770 -1.95102
H -3.32587 0.15967 0.77724
H -3.65220 -1.31955 -0.28201
H -3.75069 0.27686 -0.99377
H -1.35318 -1.26552 -0.77035
H -1.19715 0.20023 0.03666
H -0.71210 0.57722 -2.18606
C 2.95580 1.08569 4.41267
C 4.06272 1.24998 5.38692
O 5.16496 0.42209 5.02404
H 3.33998 1.57821 3.51940
H 2.12830 1.72347 4.72348
H 2.55067 0.09246 4.21917
H 3.71211 1.11224 6.40976
H 4.39786 2.26905 5.19392
H 5.72166 0.73626 4.30782
C -0.94566 -7.57770 1.08125
C -1.59422 -8.60968 0.15275
O -0.85689 -9.73615 -0.13738
H -0.98011 -7.94319 2.10757
H -1.45536 -6.62228 0.95683
H 0.11547 -7.39078 0.91639
H -1.86681 -8.13985 -0.79227
H -2.50057 -8.96980 0.63954
H -1.43489 -10.47055 -0.35687
O -4.40903 4.02386 -5.49706
H -4.25201 3.32656 -4.86039
H -3.88023 4.75790 -5.18433
O -4.28118 -0.73678 -5.61695
H -3.56037 -0.62334 -4.99743
H -3.88219 -0.60231 -6.47658
O 3.13845 0.43400 -4.60430
H 3.83399 1.08477 -4.69895
H 2.73767 0.38315 -5.47207
O -1.92604 4.70296 3.24686
H -2.26965 5.47108 3.70310
H -1.04883 4.96323 2.96580

---

*2*
45
Properties=species:S:1:pos:R:3 method="wB97M-V/def2-TZVPD" total_charge=0 orbital_gap_ev=10.5
C 3.09890 -1.26212 -1.69868
O 1.85592 -1.88316 -1.46598
H 3.39696 -1.47756 -2.70308
H 3.12692 -0.22268 -1.33822
H 3.79413 -1.80481 -1.02824
H 1.21111 -1.21924 -1.73990
C -0.10276 -0.14017 1.14098
O -1.55287 -0.23768 1.11675
H 0.23447 0.44712 2.01631
H 0.33644 -1.12232 1.13445
H 0.15376 0.38818 0.21078
H -1.85598 -1.01881 1.61978
C -3.74088 -2.84746 1.86311
O -2.71369 -2.37366 2.70074
H -3.48938 -2.82417 0.80224
H -4.17588 -3.81116 2.14956
H -4.53832 -2.10457 2.00667
H -2.00170 -3.02811 2.70451
C 0.63686 -4.85122 0.44867
O 1.59821 -3.80161 0.56381
H -0.39752 -4.56742 0.16402
H 0.92921 -5.65939 -0.18362
H 0.66147 -5.28955 1.45862
H 1.71397 -3.19589 -0.19214
C 0.16104 3.70050 -0.83338
C -0.40277 5.08465 -0.43707
C 0.75094 6.05823 -0.31485
O -1.33140 5.51922 -1.35296
H 0.99157 3.49881 -0.14652
H 0.58510 3.70667 -1.85278
H -0.57276 2.89446 -0.80097
H -0.92102 5.01543 0.50416
H 1.48883 5.81030 0.47040
H 0.46802 7.05402 0.01135
H 1.36694 6.03774 -1.22403
H -0.98256 5.39965 -2.23341
O 0.17649 0.05564 -2.62270
H 0.49624 0.65133 -3.30967
H -0.58717 0.46339 -2.20091
O 2.52908 -2.01319 2.56104
H 2.59064 -2.38566 3.42458
H 2.08210 -2.69011 2.01240
O -2.29648 0.33859 -1.35004
H -2.12591 0.20090 -0.38528
H -2.64627 -0.49310 -1.67048

---

Most favorable structure: *2*. The second most favorable one is 1.572 eV above it.

---

*1*
23
Properties=species:S:1:pos:R:3 method="wB97M-V/def2-TZVPD" total_charge=0 orbital_gap_ev=10.8
C -0.04946 2.04940 0.83318
C 0.45536 0.83919 0.06288
H 0.64604 2.35780 1.61092
H -1.06612 1.98738 1.20702
H -0.03780 2.88798 0.11910
H 0.13788 0.74925 -0.97868
H 1.53261 0.67769 -0.00110
H 0.05043 -0.06432 0.53017
H 3.12788 0.51822 2.19850
H 3.42811 0.66366 3.59144
O 2.87496 1.10720 2.92690
H -1.51090 -3.19910 2.93270
H -1.05468 -2.44458 1.67694
O -1.08830 -2.38561 2.64702
H -1.25139 2.00645 -4.02556
H -0.95645 2.04531 -2.51637
O -1.00521 1.45191 -3.27106
H 0.00123 -3.37804 -0.25365
H -0.82754 -2.23177 -0.94266
O -0.56032 -2.61851 -0.09301
H -1.41431 -0.39313 -2.92493
H -0.25534 -1.37277 -2.78996
O -1.17669 -1.25361 -2.53983

---

*2*
23
Properties=species:S:1:pos:R:3 method="wB97M-V/def2-TZVPD" total_charge=0 orbital_gap_ev=11.4
C -0.24228 1.00038 -0.56511
C -0.28489 0.91654 0.94306
H -1.21693 0.80302 -1.07086
H 0.50574 0.30358 -1.04919
H 0.07170 2.01025 -0.99258
H 0.45670 1.70369 1.54551
H -1.29261 1.06092 1.38156
H 0.06770 -0.05922 1.35460
H 2.04053 1.84533 0.67744
H 3.30669 2.10224 1.48139
O 2.96971 1.65329 0.70753
H -3.75712 1.14960 -0.49877
H -2.92836 0.48428 0.54583
O -3.29055 1.35891 0.37390
H 3.67055 -2.19966 0.10331
H 2.97105 -0.82717 0.34879
O 2.84370 -1.74414 -0.05939
H -1.69414 -1.93358 -0.49601
H -3.28103 -1.72813 -0.57444
O -2.43520 -1.57519 0.02223
H 0.28460 -2.52906 -2.06243
H 1.06903 -1.83955 -0.87694
O 0.16542 -1.95632 -1.23945

---

Most favorable structure: *1*. The second most favorable one is 0.537 eV above it.

---

*1*
28
Properties=species:S:1:pos:R:3 method="wB97M-V/def2-TZVPD" total_charge=0 orbital_gap_ev=10.4
C 1.18452 2.23048 0.92710
H 0.33287 2.66061 1.45014
H 1.62564 1.45012 1.54061
H 1.92789 3.00371 0.76020
C 0.73305 1.63613 -0.40340
N -0.27451 0.60977 -0.20906
C 0.11410 -0.64971 0.07542
O 1.29481 -0.93535 0.15312
C -0.98439 -1.66601 0.32786
H -0.53443 -2.64210 0.13567
C -1.46039 -1.56409 1.78571
H -1.89289 -2.51868 2.08823
C -2.54237 -0.48829 1.75282
C -3.25664 -0.70101 0.41055
C -2.26243 -1.45484 -0.49662
H -2.05465 -0.92181 -1.42416
H -2.67377 -2.42607 -0.77128
H -4.15288 -1.30320 0.55838
H -3.57613 0.24514 -0.02785
H -2.08534 0.50115 1.80121
H -3.22695 -0.57609 2.59547
H -0.64633 -1.32382 2.46814
H -1.24683 0.85249 -0.27836
C 1.87917 0.98897 -1.19320
O 1.71267 0.46989 -2.26508
O 3.07566 1.17703 -0.64463
H 3.74700 0.69880 -1.15516
H 0.30435 2.41230 -1.04785

---

*2*
28
Properties=species:S:1:pos:R:3 method="wB97M-V/def2-TZVPD" total_charge=0 orbital_gap_ev=8.6
C -1.24630 0.49482 1.78241
C 0.43018 0.13068 0.55617
C -2.19896 0.17552 0.65629
C -1.54220 -0.34819 -0.63913
C -1.74061 -1.89866 -0.78512
C -1.97106 0.55005 -1.78679
C 2.57790 1.62849 0.04728
C 2.64117 -0.89110 0.45678
C 1.86274 0.40390 0.79761
N -0.08493 -0.18614 -0.56338
O 0.49914 -0.46347 -1.61929
O -1.25891 1.20263 2.71548
O 2.01524 0.68538 2.20074
H -3.11504 -0.33788 0.84223
H -2.44892 1.21314 0.45031
H -1.47353 -2.14319 -1.72788
H -2.79521 -2.28923 -0.82167
H -1.27095 -2.52608 0.01038
H -1.72990 0.06949 -2.65765
H -1.56889 1.48645 -1.62598
H -3.08771 0.61212 -1.93742
H 3.53938 1.80480 0.40577
H 1.90893 2.43318 0.18369
H 2.60285 1.25382 -0.95402
H 3.55866 -0.70937 1.03696
H 2.59176 -0.92594 -0.60871
H 2.11052 -1.80039 0.96471
H 1.19462 0.37518 2.62024

---

Most favorable structure: *1*. The second most favorable one is 6.443 eV above it.

---

*1*
10
Properties=species:S:1:pos:R:3 method="wB97M-V/def2-TZVPD" total_charge=0 orbital_gap_ev=9.1
C 2.57793 0.60195 0.07721
C 2.24132 0.40358 1.24745
C -0.65377 -0.85615 -0.34995
C -1.74527 0.14191 -0.24491
F -0.91990 -1.82472 -1.23577
F -2.56316 0.21466 -1.37712
F -1.50393 1.35901 0.12037
H 2.78622 0.53150 -0.94349
H 1.94724 -0.03249 2.15256
H -2.16668 -0.53927 0.55364

---

*2*
10
Properties=species:S:1:pos:R:3 method="wB97M-V/def2-TZVPD" total_charge=0 orbital_gap_ev=10.1
C 1.12940 -0.17859 0.40640
C 0.37674 0.87761 0.74211
C 0.06231 -0.82862 -0.38537
C -0.83280 0.38059 -0.02568
F -0.32180 -2.08525 -0.15629
F -1.20349 1.14593 -1.08015
F -1.95976 0.13865 0.66974
H 2.12617 -0.49177 0.65175
H 0.51310 1.77612 1.31063
H 0.11014 -0.73467 -2.13317

---

*3*
10
Properties=species:S:1:pos:R:3 method="wB97M-V/def2-TZVPD" total_charge=0 orbital_gap_ev=9.6
C 0.31209 0.48204 0.08540
C 0.93488 -0.79433 -0.38275
C -0.85357 0.67867 0.74730
C 0.69743 -1.07678 1.04061
F 2.18638 -0.50811 -0.85146
F -1.20033 1.86310 1.14341
F 1.73767 -0.71624 1.83420
H 1.00652 1.21466 -0.04103
H 0.46275 -1.52657 -1.17743
H -1.84665 0.12084 0.69617

---

Most favorable structure: *2*. The second most favorable one is 1.089 eV above it.